The following is a quantum chemistry calculation of a 2-piece molecular cluster, C5H14 overall in a non-equilibrium geometry, from OMol25.

Cartesian coordinates (Å):
C -0.39769 -1.16284 -0.81778
C -1.66402 -0.44056 -1.39811
C -1.15356 0.55298 -2.51396
H 0.37185 -1.15736 -1.53342
H -0.50837 -2.28793 -0.36400
H -0.15485 -0.60379 0.10317
H -2.35663 -1.20624 -1.93818
H -2.28682 0.13656 -0.63484
H -0.15922 0.38441 -2.93146
H -2.00840 0.68437 -3.29712
H -1.23865 1.53540 -1.98908
C 1.00296 -0.14627 2.46270
C 1.98951 1.01990 1.80906
H 0.46510 -0.66390 1.70239
H 1.40127 -0.84937 3.12277
H 0.29665 0.23251 3.07324
H 2.82322 0.71365 1.18875
H 2.36715 1.57332 2.71270
H 1.21051 1.68516 1.24316

Calculated values
- ΔE to the lowest compared entry with this formula, charge and spin: 1.863 eV
- HOMO-LUMO gap: 11.879 eV
- HOMO energy: -0.3966 hartree
- SMILES string: CCC.CC
- M: 74.2 Da
- Spin multiplicity: 1
- Total charge: 0
- Total energy: -198.82070 a.u.